A molecular structure, C6H8Cl2NO3 at a distorted geometry. Source: OMol25; level of theory: ωB97M-V with the def2-TZVPD basis set.

Structure (XYZ):
```
20
C6H8Cl2NO3 | OMol25 | ωB97M-V with the def2-TZVPD basis set
C -2.299 1.463 0.996
C -0.215 1.858 -0.194
C 2.040 0.431 -0.127
C -0.236 -2.108 0.135
C 1.232 0.528 -1.319
C -1.398 -2.235 1.096
N -1.426 2.046 0.352
O -3.341 1.527 1.500
O 0.622 2.740 -0.058
O -0.066 0.797 -0.961
Cl -1.529 -0.488 1.813
Cl -2.991 -2.543 0.332
H 1.342 0.418 0.654
H 2.684 -0.433 -0.019
H 2.516 1.347 0.017
H -0.263 -2.913 -0.469
H -0.204 -1.267 -0.530
H 0.730 -2.167 0.632
H 1.213 -0.424 -1.895
H 1.590 1.424 -1.955
```

The calculation puts the molar mass at 213.040 g/mol. As for the multiplicity: 1. Its net charge is -1. For the energy above the lowest of the compared OMol25 structures with the same formula, charge and spin, the calculation gives 30.4 kcal per mole. The HOMO energy is -3.0 eV. For the LUMO energy, the calculation gives 3.4380 eV. The calculation puts the HOMO-LUMO gap at 6.45 eV.

Atom charges from the Mulliken analysis, given in e for atoms 1 to 4: number 1, C, carries 0.619; number 2, C, carries 0.515; number 3, C, carries -1.229; number 4, C, carries -0.805